49
Properties=species:S:1:pos:R:3:forces:R:3:mulliken_charge:R:1 method="wB97M-V/def2-TZVPD" e_lumo_ev=2.72 charge=-1 total_energy_ha=-2622.08917
H 3.4050 2.4215 1.5317 0.0 0.0 0.0 -0.198
C 3.1754 -0.5908 -0.2062 0.0 0.2 0.0 -0.201
S 0.4759 2.2125 -1.8028 -0.1 -0.6 0.1 -0.420
N -1.4358 -0.4236 -1.1130 -0.2 0.1 0.0 0.700
H 3.3993 0.3499 2.8581 0.0 0.0 0.0 0.409
C -2.0927 2.8500 -0.0285 -0.1 -0.1 0.0 -0.940
N -3.5976 -0.2791 -1.2724 0.0 0.0 0.0 0.042
H 3.8945 -2.3315 2.4334 0.0 0.0 0.0 0.439
C -2.3325 -0.2491 -3.4363 0.0 0.0 0.0 -1.588
B 2.8265 1.8982 0.6017 0.0 0.0 0.0 -0.192
H 4.3040 -3.6647 0.4019 0.0 0.0 0.0 0.336
C -2.4408 -0.3156 -1.9580 0.0 0.0 0.1 -0.154
Pd 0.5696 -0.3992 -1.6050 0.1 0.3 0.0 0.423
O 0.1198 -0.7511 1.2402 0.0 0.1 0.1 -0.171
O -1.7254 -0.5884 2.5005 -0.1 0.1 0.1 -0.885
C 3.7721 -3.0075 -0.2834 0.0 -0.1 0.0 -0.901
C -0.5747 2.5173 1.9397 0.0 0.0 -0.1 -0.378
C -4.4508 -0.3058 1.0323 0.0 0.0 0.1 0.520
O -5.5832 -0.1890 0.5877 0.0 0.0 0.0 -0.709
N 3.1256 0.3595 0.7382 0.0 -0.1 0.1 0.398
H -2.6720 -1.1826 -3.8874 0.0 0.0 0.0 0.351
S 2.8780 -0.4203 -1.9080 0.2 -0.1 0.0 -0.377
C -1.0891 -0.6081 1.3959 -0.1 -0.2 -0.1 0.301
H 0.7509 -2.6646 -0.3951 0.0 0.1 0.0 0.164
H 2.8410 -3.4787 -0.5883 0.1 0.0 0.0 0.306
C 3.4043 -0.2257 1.9510 0.0 0.0 0.0 -0.473
N -0.8257 2.5158 0.5798 0.1 0.0 0.0 0.509
Cl -0.8262 -3.3174 -2.0100 0.0 0.0 -0.1 -0.296
C 0.3320 2.2817 -0.0929 0.0 0.2 0.2 -0.144
N 3.5203 -1.7523 0.3966 0.0 0.0 -0.1 0.326
H -2.1602 3.9221 -0.2218 0.0 0.0 0.0 0.290
C 3.6559 -1.5361 1.7510 0.0 0.0 0.0 -0.441
H -1.3619 2.6230 2.6642 0.0 0.0 0.0 0.444
H -2.1748 2.3238 -0.9760 0.0 0.0 0.0 0.259
H -2.8967 2.5447 0.6389 0.0 0.0 0.0 0.316
N 1.3051 2.1484 0.8263 -0.1 0.0 0.0 0.272
H 1.3341 2.1641 2.9685 0.0 0.0 0.0 0.419
H 4.3780 -2.8302 -1.1686 0.0 0.0 0.0 0.365
C -3.3208 -0.3710 0.0680 0.1 0.0 0.1 0.173
C -1.9565 -0.4654 0.1621 0.0 0.0 -0.1 0.137
H -3.0654 -0.4650 2.4308 0.1 0.0 -0.2 0.410
H -2.9233 0.5785 -3.8321 0.0 0.0 0.0 0.398
C 0.6434 -2.4004 -1.4463 -0.1 -0.1 -0.1 -0.812
H 1.4528 -2.8138 -2.0374 0.0 0.0 0.0 0.494
H 3.1736 2.2950 -0.4715 0.0 0.0 0.0 -0.081
H -4.5367 -0.2076 -1.6296 0.0 0.0 0.0 0.260
O -4.1481 -0.3576 2.2917 0.0 0.0 0.0 -0.639
H -1.2884 -0.0925 -3.6984 0.0 0.0 0.0 0.195
C 0.7424 2.2786 2.0790 0.1 0.0 -0.1 -0.656


42
Properties=species:S:1:pos:R:3:forces:R:3:mulliken_charge:R:1 method="wB97M-V/def2-TZVPD" e_lumo_ev=2.69 charge=-1 total_energy_ha=-1257.70403
F 0.4212 1.5154 2.7967 0.5 -0.6 0.0 -0.229
H -1.6622 -1.3516 -0.5712 -0.1 0.0 -0.1 0.417
C 1.0992 3.6373 -4.8217 0.0 0.0 0.0 -0.307
C -2.1343 -3.0032 1.3943 1.9 -0.4 0.1 0.360
C 1.2374 3.1058 -2.4795 0.1 0.0 -0.1 -0.054
H 0.1193 0.2682 -1.0697 0.1 0.1 -0.1 0.278
H -2.4990 -6.1268 2.8675 0.7 -0.3 0.0 0.288
H -2.0227 -4.5257 3.6789 -0.8 0.3 0.1 0.206
O -0.0998 -2.3089 2.2042 0.9 0.0 0.2 -0.827
H -0.3094 3.9192 -1.2406 0.0 0.0 0.0 0.395
C 1.7461 3.0066 -3.7675 0.0 0.0 0.0 -0.602
H -2.8726 -2.7883 0.6159 -0.2 0.0 0.0 0.291
F 2.5481 1.8573 3.0024 -0.4 -0.3 -0.1 -0.319
H -0.9146 -2.0473 4.3095 0.0 -0.2 0.0 -0.327
C -0.5659 4.4679 -3.3000 0.0 0.0 0.0 -0.350
C -2.2083 -5.0886 2.7760 0.2 0.3 -0.6 -0.730
C 1.8162 0.8528 0.9678 0.2 -0.5 0.3 1.044
B -1.1500 -1.7603 3.1452 0.4 0.3 -0.5 0.930
H -1.3359 -0.3416 0.8107 0.0 -0.1 0.4 0.232
H 2.6478 2.4356 -3.9490 0.0 0.0 0.0 0.365
H -1.8203 -5.1399 0.7301 -0.7 0.1 -0.4 0.350
H 2.4469 -0.6627 -0.3059 0.2 0.1 0.0 0.432
O -2.3974 -2.3727 2.5892 -0.6 0.3 0.2 -0.702
H 0.5700 -1.4034 -1.2840 0.1 -0.1 -0.1 0.451
C -0.7036 -2.4418 0.9764 -2.0 0.1 0.1 -0.074
C 1.6188 0.9814 2.5166 0.2 0.6 0.3 0.639
F 1.8014 -0.1750 3.1563 -0.2 0.6 -0.3 -0.227
H -0.5673 4.8534 -5.4109 0.0 0.0 0.0 0.347
C 1.5890 -0.5152 0.3469 -0.1 0.1 -0.7 -1.130
C -2.0521 -4.5023 1.5805 -0.3 -0.4 0.7 -0.622
H -0.2152 -3.1610 0.3095 0.4 -0.1 0.1 0.329
C 0.3378 -0.6502 -0.5305 -0.3 -0.4 0.3 -0.710
C -0.9191 -1.1378 0.1992 0.4 0.2 -0.5 -0.750
C -0.0591 4.3657 -4.5885 0.0 0.0 0.0 -0.414
H 1.4972 3.5601 -5.8259 0.0 0.0 0.0 0.350
F 3.1189 1.2126 0.7230 0.0 0.1 0.0 -0.387
H -1.4684 5.0373 -3.1172 0.0 0.0 0.0 0.355
F 1.0588 1.8220 0.3908 0.0 0.1 0.1 -0.267
C 0.0834 3.8398 -2.2460 0.0 0.0 0.0 -0.502
H 1.7370 2.6129 -1.6595 0.0 0.0 0.0 0.386
H 1.6222 -1.3164 1.0772 -0.1 0.1 0.3 0.398
H -1.1394 -0.5307 3.0025 -0.3 0.0 0.2 -0.311


44
Properties=species:S:1:pos:R:3:forces:R:3:mulliken_charge:R:1 method="wB97M-V/def2-TZVPD" e_lumo_ev=4.68 charge=-2 total_energy_ha=-1370.37903
H 1.0191 -1.9560 -0.4065 0.2 0.3 -0.7 0.218
C -1.5546 -0.5333 0.6918 -0.6 0.0 0.8 0.341
F 3.8979 -0.3053 1.6246 -0.6 -0.7 1.2 -0.263
H -1.0214 -3.6590 0.3354 -0.2 0.0 -0.8 0.183
C 1.3360 0.1539 -0.9957 0.7 -0.2 -1.7 0.098
C 1.4799 4.0168 2.5398 0.6 -1.1 1.0 0.071
H 1.1632 -2.8356 -2.7742 0.2 0.9 0.0 0.201
O 0.4637 3.8462 -0.7180 0.4 -1.9 1.0 -0.719
C -2.5912 -3.0554 -1.1575 1.1 -1.0 0.4 0.772
O 2.5697 4.5610 2.6315 -0.4 0.2 -0.2 -0.599
O -2.1464 -1.9511 -1.8218 -0.6 -0.8 1.5 -0.211
C -2.8666 -0.7430 -1.4865 -0.3 2.5 -0.8 -0.878
H -1.0528 -1.5035 0.4361 -0.1 1.1 -0.1 -0.694
N 1.4966 -0.9909 -3.7205 -0.1 0.7 1.7 -0.698
O -3.7420 -3.3766 -0.9972 -0.1 0.7 -0.2 -0.605
C 1.3487 2.5216 2.9574 0.3 1.4 -0.5 -0.786
Ta 1.2518 1.2498 1.0159 -1.8 1.4 -0.6 0.704
H -1.3252 0.8734 -1.0781 -0.4 -0.7 0.3 0.107
C 2.5938 -0.3810 2.1066 -0.6 0.5 0.1 0.122
H -0.4649 -0.3918 2.5880 -0.1 0.5 -0.7 0.419
C -1.4817 -4.0158 -0.6102 -0.3 -0.5 -0.9 -0.790
H 2.2756 2.3312 3.5588 -0.9 0.0 -0.4 0.336
H -2.4863 -0.8592 1.2515 0.6 0.1 -0.6 0.570
C 1.6177 0.3386 -3.4687 0.1 1.1 0.8 -0.245
F 2.1716 -1.6990 1.8801 0.7 0.5 0.3 -0.228
H -3.0353 -0.2037 -2.4585 0.1 -0.6 0.7 0.321
C -2.0815 0.2527 -0.5549 -0.5 -0.9 0.6 0.023
H -2.8546 0.9696 -0.1661 0.8 -0.4 -0.5 0.358
F 2.5924 -0.2673 3.5130 0.9 -0.6 -1.2 -0.264
H 2.7514 2.2046 0.4566 0.0 -0.3 0.1 -0.152
H 1.6851 2.0946 -2.1316 -0.2 -0.8 0.2 0.313
H -3.8750 -0.9070 -1.0460 0.8 -0.6 -0.3 0.359
H -1.9756 -4.9990 -0.4003 0.3 0.9 -0.1 0.346
C 1.5697 0.9943 -2.1852 -0.3 -2.6 -0.3 -0.284
H 1.7765 0.9982 -4.3566 -0.1 -0.7 0.6 0.305
H -0.7182 -4.2273 -1.4027 -0.4 0.5 0.8 0.214
C -0.0174 2.9845 0.1241 -0.3 2.4 -1.2 0.303
O -1.2224 3.1127 0.4963 0.4 -1.0 0.6 -0.588
H -1.3741 1.0914 2.1410 0.8 -0.4 -0.5 0.378
C -0.6992 0.2971 1.7185 -0.5 -0.7 0.2 -1.647
C 1.2128 -1.2709 -1.2506 0.2 1.9 -1.6 0.214
H 0.6088 4.6333 2.2015 0.2 -0.8 0.0 0.355
C 1.2963 -1.7368 -2.6147 -0.2 -0.4 1.4 -0.338
H 0.4082 2.3428 3.5331 0.6 0.0 -0.4 0.358


43
Properties=species:S:1:pos:R:3:forces:R:3:mulliken_spin:R:1 method="wB97M-V/def2-TZVPD" e_lumo_ev="-2.12 / -5.06" charge=+1 spin_multiplicity=3 total_energy_ha=-1320.50440
H -3.0579 2.3928 -0.3750 0.0 0.0 0.0 0.001
C 2.6885 1.9447 -0.2321 -0.3 0.0 0.0 0.118
H -1.6229 1.0231 1.9806 0.0 0.0 0.0 -0.007
N 0.0882 -2.0728 -0.3469 0.0 0.0 0.0 0.011
C -1.7036 -5.2539 -0.4492 0.0 0.1 0.0 -0.001
H -4.1807 0.2782 -0.6867 0.0 0.0 0.0 0.001
Pt 0.0801 -0.0348 -0.2998 0.1 0.1 0.2 1.140
H -2.9307 -0.4470 -1.7157 0.0 0.0 0.0 -0.001
H -1.1780 2.9570 1.0308 0.0 0.0 0.1 0.023
N -0.9986 -2.8694 -0.4452 -0.1 0.0 0.0 -0.001
C -2.1218 1.8520 -0.5615 -0.1 0.1 0.0 -0.004
H -1.8940 -2.4673 -0.6475 -0.1 0.1 0.0 -0.002
C 2.5211 -2.3774 -0.0041 -0.1 0.0 0.0 0.030
C 1.1277 -2.8898 -0.1621 0.2 -0.1 0.0 -0.016
C 4.0124 3.8555 0.3407 0.2 0.1 0.0 0.140
H 2.8192 -1.7817 -0.8673 0.0 0.0 0.0 -0.008
F 2.6819 0.6947 -0.6966 -0.1 -0.3 -0.1 0.008
H -0.9220 3.5844 -0.5800 0.1 0.2 0.0 0.021
H 1.2883 -5.1035 -0.0372 -0.1 0.1 0.0 0.001
H -1.2137 -6.2229 -0.4034 0.0 0.0 0.0 0.000
H -3.3769 1.0926 1.6792 0.1 -0.1 -0.1 0.003
F 0.5614 4.6209 0.9549 -0.3 0.0 0.0 0.009
C -0.6827 -4.1692 -0.3491 0.0 -0.2 0.0 0.015
N -2.1890 0.5025 0.0119 0.2 0.0 0.1 0.144
C -2.4493 0.5461 1.4596 -0.2 0.0 0.0 0.002
H 4.9729 4.3439 0.4402 0.0 0.0 0.0 0.008
H -3.4009 -1.2093 -0.1682 0.0 0.0 0.0 0.002
F 2.8920 5.7545 1.1335 0.0 0.1 0.0 -0.005
H -2.0001 1.7456 -1.6374 0.0 0.0 -0.1 -0.002
C -0.9828 2.6672 -0.0016 0.2 0.0 0.0 -0.053
H -2.2567 -5.1959 -1.3890 0.0 0.0 0.0 0.001
C 0.6827 -4.2169 -0.1577 0.1 -0.1 0.0 -0.001
C 2.8467 4.5088 0.6722 0.1 0.1 0.0 -0.058
C 3.9090 2.5570 -0.1104 0.1 0.2 0.0 -0.047
F 4.9972 1.8733 -0.4445 0.1 -0.1 0.0 -0.005
H -2.5432 -0.4698 1.8389 0.0 0.0 0.0 0.002
C 1.6129 3.9090 0.5543 -0.1 -0.2 0.0 0.106
C 1.4721 2.5873 0.0817 0.0 0.0 0.0 -0.059
H -2.4203 -5.1965 0.3725 0.0 0.0 0.0 0.001
H 2.6131 -1.7518 0.8855 0.0 0.0 0.0 -0.004
C -3.2279 -0.2626 -0.6838 0.0 -0.1 0.1 -0.006
N 0.2758 1.9145 -0.0764 -0.1 0.0 -0.2 0.488
H 3.2104 -3.2132 0.0920 0.0 0.0 0.0 0.002


54
Properties=species:S:1:pos:R:3:forces:R:3:mulliken_charge:R:1 method="wB97M-V/def2-TZVPD" e_lumo_ev=-12.64 charge=+2 total_energy_ha=-2078.36460
C -2.9069 -2.3901 2.3889 -0.7 -0.2 -1.0 -0.318
O 2.5951 -4.5315 1.2465 0.0 0.1 -0.4 -0.508
C -0.9032 -0.4657 2.3892 -0.5 1.1 0.8 -0.227
O 4.4169 -0.3832 -1.3532 0.0 0.1 0.0 -0.494
C -1.4064 -0.9878 1.1676 1.0 0.0 -1.0 1.531
C -0.0332 2.8289 0.4296 -0.5 -0.4 -0.7 -0.634
O 1.6915 1.1265 -5.4327 -0.1 -0.2 -0.3 -0.526
H -0.3291 4.6758 1.4405 -0.3 -0.1 0.3 0.458
C -2.6640 3.1162 -0.4935 -0.3 0.5 0.2 -0.670
C 3.8827 1.6117 -0.3166 0.4 -0.5 0.3 -0.598
O -3.7698 -3.2627 -0.0663 -0.3 -0.2 0.0 -0.539
N 1.2581 1.4425 -4.3629 0.3 -0.4 0.1 0.971
H 4.7096 2.3161 -0.2880 -0.3 0.3 -0.1 0.372
C 0.6321 -4.3006 2.3934 -0.2 0.1 0.0 -0.465
O -3.7221 0.8107 -1.4702 -0.1 -0.1 -0.2 -0.565
C 1.4800 2.8260 -3.9322 -0.3 0.7 0.5 -0.687
N -2.7989 -2.5682 -0.0552 0.1 0.0 -0.4 0.871
H -3.6876 3.1878 -0.8359 0.0 0.1 0.1 0.513
O -2.0863 -2.2846 -1.0040 0.0 -0.2 -0.3 -0.427
N -2.5274 0.9336 -1.5867 -0.2 -0.1 -0.1 0.822
N 2.1126 -4.2631 2.3241 0.4 -0.5 -0.1 0.952
O 0.6928 0.6774 -3.5833 -0.3 -0.1 0.1 -0.504
H 0.2689 -3.3081 2.1235 0.1 0.0 0.1 -0.020
H 0.3430 -4.5563 3.4056 0.0 0.0 0.0 0.332
H 0.3030 -5.0211 1.6531 -0.1 -0.1 0.1 0.318
H 2.5503 2.9958 -3.9655 0.0 0.1 -0.1 0.320
H -1.0929 -0.4344 4.5231 0.0 0.0 0.0 0.515
H 3.9531 0.9629 0.5527 0.0 -0.1 -0.1 0.307
H -0.2202 0.3738 2.3521 0.1 -0.2 0.0 0.515
N 4.1004 0.7712 -1.5309 -0.2 -0.2 -0.5 0.941
C -0.8109 3.8983 0.8588 0.8 0.4 -0.6 -0.848
O 3.9375 1.2867 -2.6262 -0.1 0.1 0.6 -0.543
H -2.7060 4.8966 0.7114 0.1 0.1 -0.2 0.435
N 1.3002 -1.4187 -0.2519 1.4 -1.7 -2.9 0.777
H 2.8907 2.0430 -0.3751 0.1 0.4 -0.3 0.021
O 0.5924 -1.3242 -1.2422 -0.7 0.4 0.2 -0.299
H -3.7535 -3.0685 2.3714 0.1 -0.1 0.1 0.595
C -2.4491 -1.8307 3.6074 0.4 0.6 0.3 -0.480
In -0.8315 -2.2110 -3.7379 0.1 0.4 0.0 1.095
C -0.5909 1.8759 -0.4515 0.5 0.3 0.5 0.752
H 1.0739 2.9538 -2.9337 0.2 -0.2 0.1 0.120
H 1.0189 2.7411 0.6673 -0.1 0.1 0.3 0.358
H -0.0048 1.0407 -0.8080 0.0 0.0 -0.2 0.393
H 0.9334 3.4956 -4.5906 0.2 -0.1 -0.3 0.327
C -2.3656 -1.9831 1.2006 -0.2 -0.4 1.1 -0.827
H -0.9506 -0.6773 0.2401 -0.9 0.4 -0.1 -0.040
C -1.4433 -0.8788 3.6013 0.1 -0.2 0.2 -0.933
O 2.3723 -1.9894 -0.3226 -0.5 0.7 1.1 -0.405
O 2.7444 -4.0136 3.3198 -0.2 0.3 0.4 -0.539
O -1.7966 0.1700 -2.1979 0.1 0.1 -0.1 -0.336
O 0.9481 -0.9192 0.8387 0.4 0.1 1.8 -0.340
C -1.9050 2.0445 -0.8689 0.4 -0.3 0.3 0.176
H -2.9530 -2.1107 4.5224 0.1 -0.1 0.1 0.523
C -2.0935 4.0797 0.3545 -0.4 -0.6 0.3 -0.539


43
Properties=species:S:1:pos:R:3:forces:R:3:mulliken_charge:R:1 method="wB97M-V/def2-TZVPD" e_lumo_ev=-0.71 charge=0 total_energy_ha=-1808.10405
O 1.5109 3.0276 -0.5001 -0.6 -1.8 0.2 -0.423
H -0.2581 -0.6804 2.4687 -0.1 -0.4 -0.6 0.337
H 0.2861 1.3147 3.7281 -0.3 0.5 -0.3 0.231
C 0.0348 -2.5603 -0.5101 -1.1 -0.3 0.9 0.030
H 1.8303 -2.2220 -1.7944 -0.6 -0.4 0.4 0.308
N -3.3199 -3.6982 0.8479 1.3 2.0 1.2 -0.648
N -2.6904 -1.9474 2.6714 0.1 -1.3 -1.9 -0.682
H -1.3651 1.6214 3.1220 0.6 0.4 0.3 0.251
H -0.5385 4.1977 -1.2935 0.5 0.1 -0.6 0.217
H 2.2260 -0.8585 -0.4893 -0.6 -0.1 0.5 0.181
H 1.1671 3.0542 2.1276 -0.6 -0.2 -0.1 0.250
O -0.0272 1.0281 -1.1601 0.2 0.3 0.4 -0.558
H -2.4409 -5.1851 -3.3560 0.6 -0.1 0.8 0.404
C 1.6864 0.6465 0.9865 0.9 -0.1 0.1 -0.857
C 0.0627 2.9479 2.1828 -0.8 0.6 1.6 -0.232
S -3.8751 -2.9906 2.2189 0.2 0.0 0.2 0.138
H -0.3377 3.9799 2.3269 0.3 -0.7 -0.5 0.419
C 1.7378 -0.8437 0.5026 -0.1 0.1 0.4 -1.043
H 1.2905 -3.9098 -1.7434 -0.7 0.6 -0.2 0.317
C -1.7400 -2.0895 1.6956 -0.5 -0.2 0.1 0.458
H 1.6188 2.4155 -2.5597 -0.4 0.3 0.7 0.209
H -0.6079 2.7413 4.3232 0.2 -0.2 -0.7 0.403
H -0.6135 3.2089 -2.7716 0.2 0.5 0.4 0.228
H 0.1160 4.8409 -2.8950 -0.1 -0.5 0.6 0.333
C 0.3877 -1.5901 0.5612 -0.7 -0.2 -0.1 1.273
C -1.9503 -4.8726 -2.4341 -0.5 0.4 0.0 0.292
O 0.1979 -2.5985 -2.9617 0.8 -1.0 0.5 -0.272
C -2.1284 -3.0675 0.6766 1.5 0.5 -0.4 0.406
H 2.4252 -1.3837 1.2019 -0.3 0.5 -0.5 0.445
H 2.7217 1.0557 0.8791 -0.7 -0.2 0.1 0.516
O -0.5394 2.3883 0.9943 2.1 -0.5 -0.8 -0.466
C 0.9159 -2.8593 -1.7385 0.5 0.5 0.0 -0.844
H 0.4538 -0.7568 -3.3821 -0.1 -0.3 0.2 0.291
C -0.4803 -1.3719 1.6425 0.1 -0.8 -1.2 -1.198
O -0.1914 -1.2589 -2.8517 -0.4 1.0 -0.2 -0.239
C -1.5968 -4.2659 -1.4511 0.5 1.1 0.2 -1.109
C -0.4162 2.1207 3.4237 0.0 -0.3 -0.3 -1.020
C -1.1791 -3.2692 -0.4242 -0.1 -0.9 -0.3 1.151
C 1.3960 3.2893 -1.9177 -0.2 2.0 -0.8 -0.233
H 2.1653 4.0610 -2.1615 -0.3 -0.7 0.5 0.335
C 0.0045 3.9562 -2.2317 0.1 -1.0 -0.5 -0.829
P 0.5889 1.7350 -0.0268 -0.7 0.5 0.3 0.867
H 1.4720 0.6490 2.0727 -0.1 0.3 -0.7 0.368